This record from the Open Molecules 2025 dataset describes a structure of composition C62H43GeN4O3S2W. The level of theory is ωB97M-V/def2-TZVPD.

Values from the calculation:
Frontier orbital gap (spin up / spin down), eV: 4.99 / 4.79
Charge: +2
Multiplicity: 2
Lowest unoccupied orbital energy (spin up / spin down), eV: -7.55 / -7.67
Largest force on an atom, hartree/bohr: 0.04628
Relative energy (zero: lowest compared OMol25 entry of this formula, charge and spin), kJ/mol: 0.0

Each line ends with the Löwdin spin population.
Element x y z (Å)
C1 -6.605 -1.961 1.524  0.000
O1 0.404 -2.240 2.767  0.014
C2 -3.013 -2.285 -1.521  0.007
N1 -1.025 -1.788 -0.498  0.006
H1 -2.923 3.920 2.608  0.000
C3 -0.792 -2.628 -1.549  0.010
C4 -3.767 4.143 0.646  0.000
O2 0.543 -3.423 0.804  0.011
H2 0.749 -0.734 -5.426  0.000
H3 -2.174 0.657 4.832  0.000
C5 5.296 2.295 -3.072  0.000
C6 2.858 0.722 0.982  0.009
C7 -5.220 -1.916 1.515  0.000
H4 -4.649 -2.562 2.172  0.000
H5 -4.779 0.477 -0.847  0.000
C8 4.358 1.525 -2.419  -0.003
H6 -7.240 0.395 -0.823  0.000
C9 0.188 0.025 -3.503  0.001
H7 3.103 -6.744 -3.205  0.000
H8 3.179 5.638 -1.369  0.000
H9 0.930 1.997 8.718  0.000
H10 4.684 1.357 2.110  0.000
C10 -1.892 2.219 -0.136  0.001
H11 -4.496 4.880 0.953  0.000
C11 3.633 1.137 2.098  0.000
H12 2.385 4.912 0.869  0.000
H13 2.500 4.379 -3.379  0.000
H14 2.835 -4.460 -2.455  0.000
C12 2.756 -2.186 -2.623  0.004
H15 -2.992 0.488 -2.456  0.000
C13 -6.674 -0.261 -0.174  0.000
H16 -2.117 -3.460 -3.130  0.000
C14 6.018 3.179 -0.971  0.000
H17 -1.081 -7.431 -2.662  0.000
C15 5.073 2.407 -0.318  -0.003
C16 -4.558 -1.050 0.648  0.000
C17 3.275 0.599 -0.383  -0.009
C18 -0.237 -6.755 -2.684  0.000
C19 -2.888 3.600 1.574  0.000
C20 0.824 1.707 7.682  0.000
H18 -4.067 -2.287 -1.738  0.001
C21 -3.681 3.757 -0.681  0.000
S1 1.227 -3.390 2.180  0.006
H19 4.430 -0.799 -2.638  0.000
H20 -7.115 -2.642 2.191  0.000
C22 -1.953 2.657 1.183  0.000
C23 6.161 3.106 -2.348  -0.004
C24 4.260 1.497 -1.013  0.000
H21 5.336 2.282 -4.153  0.000
C25 0.989 2.463 -1.023  0.001
C26 2.190 4.044 -2.399  0.000
H22 -3.454 -0.333 -4.711  0.000
C27 -2.069 0.299 3.823  0.002
C28 -0.073 -0.469 -4.774  0.000
C29 -2.423 -0.494 1.756  0.007
C30 -5.288 -0.221 -0.196  0.000
H23 1.119 2.366 -3.171  0.000
C31 1.340 0.493 7.245  0.000
C32 1.412 2.897 -2.275  0.001
H24 2.987 -2.828 -3.452  0.000
H25 1.219 0.157 -3.200  0.000
H26 -1.587 -0.968 -6.209  0.000
C33 2.565 4.753 -1.272  0.001
H27 -0.475 2.830 4.760  0.000
H28 -1.365 -5.143 -1.919  0.000
H29 0.977 2.929 1.087  0.000
Ge1 -0.441 1.153 -0.900  0.006
H30 -2.682 2.560 -2.122  0.000
C34 -0.854 0.382 -2.644  0.000
C35 1.952 -5.057 -2.596  -0.005
C36 2.840 1.089 3.206  0.006
C37 0.674 -4.529 -2.307  -0.001
N2 1.605 0.372 1.429  0.013
C38 0.420 0.566 3.594  -0.010
H31 6.640 3.850 -0.396  0.000
C39 -2.429 -0.241 -4.375  0.000
C40 1.565 0.648 2.798  0.010
C41 0.032 2.178 5.461  -0.001
C42 2.125 4.342 -0.013  0.000
N3 -1.066 -0.349 1.867  0.005
C43 1.608 -2.252 -1.790  0.006
C44 3.476 -1.096 -2.241  0.000
W1 0.471 -1.273 0.830  0.862
H32 1.147 -8.245 -3.376  0.000
C45 1.214 0.121 5.916  -0.001
C46 -2.747 2.805 -1.074  0.001
C47 -7.334 -1.133 0.679  0.000
H33 -4.115 -0.070 3.127  0.000
C48 0.507 -3.151 -1.872  -0.013
H34 3.116 1.342 4.215  0.001
C49 2.113 -6.368 -2.989  0.000
H35 1.841 -0.166 7.942  0.000
C50 2.795 -0.476 -1.153  0.008
C51 -3.072 -1.029 0.638  -0.004
C52 -0.403 -5.444 -2.293  -0.005
C53 -2.023 -2.899 -2.217  0.001
H36 4.975 2.551 0.740  0.000
H37 -0.223 3.495 7.132  0.000
C54 1.016 -7.217 -3.067  -0.007
C55 -1.383 -0.599 -5.213  0.000
S2 2.888 -2.433 1.721  0.025
H38 1.609 -0.825 5.565  0.000
O3 1.222 -4.588 2.926  0.006
C56 0.174 2.548 6.791  0.000
H39 6.908 3.702 -2.853  0.000
C57 -3.050 -0.077 2.960  0.003
C58 0.552 0.963 5.027  -0.001
C59 -0.830 0.174 3.134  0.006
C60 1.333 3.218 0.104  0.001
H40 -4.333 4.199 -1.423  0.000
H41 -8.415 -1.165 0.690  0.000
C61 -2.165 0.231 -3.097  0.000
H42 -1.257 2.287 1.917  0.000
H43 3.641 0.986 -3.018  0.000
N4 1.641 -1.201 -0.907  0.009
C62 -2.411 -1.608 -0.424  0.008



This record from the Open Molecules 2025 dataset describes a structure of composition C17H15N2PSe4Y. The level of theory is ωB97M-V/def2-TZVPD.

Values from the calculation:
Frontier orbital gap, eV: 7.17
Charge: +1
Lowest unoccupied orbital energy, eV: -3.37
Largest force on an atom, hartree/bohr: 0.01206
Relative energy (zero: lowest compared OMol25 entry of this formula, charge and spin), kJ/mol: 0.0

Each line ends with the natural charge from an NBO analysis.
Element x y z (Å)
H1 2.038 1.259 -1.055  0.217
C1 0.819 2.809 1.569  0.429
H2 -5.501 0.211 0.203  0.236
H3 3.526 4.720 0.962  0.242
N1 0.934 1.919 0.573  -0.629
Se1 -1.727 0.491 -2.327  -0.409
C2 -2.886 1.803 4.536  -0.216
Se2 -1.278 -2.683 -0.592  0.037
C3 -2.663 0.675 6.645  -0.163
Se3 0.590 -2.395 0.835  -0.383
H4 -3.389 2.523 3.901  0.225
H5 -1.833 3.520 0.524  0.227
C4 -4.664 2.026 -0.587  -0.175
H6 -0.408 -0.528 4.424  0.229
H7 -4.108 2.212 6.245  0.232
H8 -3.740 -0.078 1.903  0.234
H9 1.626 4.553 2.535  0.237
H10 -2.989 0.531 7.666  0.232
C5 1.984 2.009 -0.268  0.076
N2 -0.256 2.652 2.422  -0.883
C6 -3.294 1.621 5.847  -0.200
C7 -1.209 0.079 4.828  -0.188
C8 2.800 3.926 0.850  -0.095
H11 -5.431 2.147 -1.340  0.236
C9 -2.639 2.799 0.459  -0.238
C10 -1.836 1.036 4.031  -0.313
H12 -1.150 -0.840 6.763  0.233
C11 -3.636 2.954 -0.497  -0.179
H13 3.762 3.025 -0.872  0.250
C12 -3.713 0.773 1.230  -0.230
C13 1.743 3.843 1.728  -0.274
H14 -0.412 3.372 3.112  0.430
Se4 -0.481 -1.516 -2.516  0.049
Y1 -0.407 -0.018 -0.010  1.280
C14 -4.704 0.938 0.277  -0.177
C15 -1.626 -0.097 6.138  -0.203
C16 2.939 2.987 -0.174  -0.267
P1 -1.248 1.271 2.348  1.000
H15 -3.605 3.797 -1.174  0.234
C17 -2.688 1.720 1.342  -0.339



This record from the Open Molecules 2025 dataset describes an isolated molecule of C4H5Cl2NO. The level of theory is ωB97M-V/def2-TZVPD.

Values from the calculation:
Frontier orbital gap, eV: 10.51
Lowest unoccupied orbital energy, eV: 0.52
Largest force on an atom, hartree/bohr: 0.09163
Relative energy (zero: lowest compared OMol25 entry of this formula, charge and spin), kJ/mol: 340.6

Each line ends with the natural charge from an NBO analysis.
Element x y z (Å)
O1 -1.746 -1.015 -0.733  -0.349
H1 -0.170 -1.376 -1.733  0.240
C1 -0.394 0.317 1.199  -0.541
H2 -2.352 1.207 1.519  0.213
Cl1 1.820 -1.242 0.329  -0.065
Cl2 1.032 1.655 -0.426  0.019
H3 -0.647 -0.805 1.350  0.241
C2 0.472 0.035 -0.057  -0.010
H4 0.220 0.589 2.220  0.287
C3 -0.501 -0.580 -1.078  -0.157
C4 -1.815 0.663 0.798  -0.007
N1 -2.493 -0.199 0.120  -0.062
H5 -0.685 0.265 -1.844  0.193



This record from the Open Molecules 2025 dataset describes an isolated molecule of C3H8OSi. The level of theory is ωB97M-V/def2-TZVPD.

Values from the calculation:
Frontier orbital gap, eV: 8.23
Lowest unoccupied orbital energy, eV: 0.65
Largest force on an atom, hartree/bohr: 0.13168
Relative energy (zero: lowest compared OMol25 entry of this formula, charge and spin), kJ/mol: 266.7

Each line ends with the natural charge from an NBO analysis.
Element x y z (Å)
H1 -1.307 -2.479 0.866  0.244
C1 -0.977 -1.523 1.206  -1.102
H2 -0.895 1.821 -1.025  0.208
H3 -0.048 1.383 -2.536  0.214
Si1 0.729 -1.307 0.538  1.364
C2 0.772 0.332 -0.794  -0.128
C3 0.052 1.646 -1.490  -0.635
O1 1.271 0.391 0.516  -0.842
H4 -1.126 -1.523 2.310  0.243
H5 1.552 0.060 -1.504  0.139
H6 0.895 2.258 -1.253  0.222
H7 -1.510 -0.691 0.959  0.256
H8 1.791 -2.184 0.384  -0.183



This record from the Open Molecules 2025 dataset describes a cluster of 5 separate species, C33H75O13 in total. The level of theory is ωB97M-V/def2-TZVPD.

Values from the calculation:
Frontier orbital gap, eV: 3.19
Charge: -1
Lowest unoccupied orbital energy, eV: 1.93
Largest force on an atom, hartree/bohr: 0.03389

Each line ends with the Löwdin charge.
Element x y z (Å)
H1 2.971 -6.050 4.091  0.091
H2 2.030 -4.983 -1.466  0.091
H3 3.386 -2.535 2.442  0.057
H4 6.562 -3.903 4.571  0.124
H5 -4.110 1.755 -0.637  0.088
H6 4.942 11.743 -4.026  0.086
C1 7.718 -3.180 6.259  -0.205
H7 -1.487 4.264 -5.539  0.127
H8 6.859 -6.998 6.506  0.124
C2 -0.919 6.268 -4.176  -0.115
H9 -1.069 -5.471 -1.607  0.076
C3 -5.298 -7.291 0.994  -0.177
C4 -4.584 -3.867 -0.092  -0.099
H10 1.626 -1.788 0.490  0.116
H11 7.202 -1.483 8.174  0.086
H12 -1.481 6.940 -4.834  0.086
C5 -0.984 2.286 -2.951  -0.176
O1 7.615 -5.486 5.423  -0.134
O2 -5.351 -4.984 0.308  -0.206
H13 4.649 -7.039 5.709  0.125
H14 -2.886 2.060 0.639  0.086
H15 8.309 -3.929 4.363  0.126
C6 1.062 -5.001 -2.004  -0.234
H16 -1.788 -1.634 -3.859  0.033
H17 -0.076 -3.135 -0.135  0.104
H18 1.459 -3.416 -3.397  0.089
H19 7.422 -3.119 8.879  0.086
O3 4.573 -5.115 5.022  -0.202
H20 -6.365 -7.314 0.766  0.119
C7 -1.688 1.878 -1.673  -0.196
H21 6.234 -5.423 6.982  0.120
H22 2.410 -3.192 -0.346  0.094
H23 5.657 -6.707 4.268  0.129
O4 -2.512 2.939 -1.197  -0.208
C8 -2.807 3.125 -4.287  -0.185
C9 -4.591 -6.178 0.244  -0.201
C10 -3.419 2.493 -0.215  -0.122
H24 -0.045 5.871 -4.704  0.089
H25 -1.475 -3.629 -2.419  -0.015
C11 2.518 10.970 -4.612  -0.203
H26 -0.662 -3.587 1.465  0.108
C12 -2.265 4.451 -4.790  -0.206
O5 -5.072 -7.254 2.400  -0.133
C13 -0.765 -1.953 -3.621  -0.261
O6 1.372 -3.627 1.366  -0.182
H27 0.754 10.558 -5.721  0.127
O7 2.925 11.831 -3.560  -0.202
H28 -5.308 -6.213 4.098  0.125
H29 -4.488 -6.456 -0.812  0.132
H30 -0.970 -5.687 0.787  0.081
H31 4.377 10.583 -2.780  0.089
H32 5.806 -2.392 8.794  0.087
C14 -1.252 13.882 -2.805  -0.116
C15 0.736 -3.595 -2.574  -0.360
C16 -7.247 -6.584 3.318  -0.207
O8 -0.229 12.922 -2.664  -0.203
H33 0.889 -2.755 -1.851  0.049
C17 5.311 -6.306 5.228  -0.210
C18 -0.743 11.658 -2.268  -0.202
H34 -4.873 -8.241 0.662  0.125
C19 6.762 -2.481 8.281  -0.117
H35 -0.574 6.830 -3.310  0.082
H36 -4.221 -3.993 -1.116  0.092
H37 1.229 -5.657 -2.875  0.091
C20 2.194 -2.725 0.627  -0.277
C21 6.505 -6.038 6.123  -0.182
H38 -9.843 -6.563 3.047  0.085
H39 -0.147 1.602 -3.102  0.125
H40 4.518 12.308 -2.395  0.087
H41 -5.651 -5.270 2.651  0.124
C22 -0.074 -5.649 -1.181  -0.219
O9 -1.800 2.140 -4.108  -0.127
H42 -3.738 -3.720 0.589  0.085
H43 -7.348 -7.651 3.550  0.126
C23 1.006 10.965 -4.739  -0.180
H44 -1.010 11.717 -1.205  0.127
H45 -3.080 5.028 -5.249  0.123
H46 3.126 -4.299 3.846  0.075
O10 6.524 -3.060 7.018  -0.199
H47 -7.644 -5.991 4.153  0.124
H48 -0.369 -1.327 -2.769  0.024
H49 -9.169 -7.966 2.154  0.087
H50 -3.597 -6.015 0.676  0.121
H51 7.990 -2.181 5.893  0.126
H52 -5.223 -2.986 -0.048  0.085
H53 0.594 11.974 -4.688  0.121
H54 -1.796 14.012 -1.863  0.087
C24 3.533 -2.467 1.358  -0.071
H55 4.234 -5.390 2.999  0.092
H56 -0.573 3.296 -2.886  0.119
H57 0.004 9.711 -1.872  0.126
H58 -3.403 3.251 -3.381  0.121
H59 -1.948 13.590 -3.600  0.088
H60 3.887 -1.465 1.080  0.067
O11 -1.737 5.215 -3.717  -0.201
C25 -5.781 -6.250 3.114  -0.183
H61 -9.797 -6.563 1.270  0.087
C26 3.680 -5.230 3.930  -0.098
O12 -7.998 -6.264 2.157  -0.199
C27 7.505 -4.109 5.079  -0.179
H62 8.526 -3.569 6.890  0.127
H63 -3.994 3.353 0.126  0.082
H64 4.268 -3.193 0.986  0.068
H65 2.962 11.339 -5.546  0.126
C28 0.302 10.577 -2.466  -0.177
H66 0.066 -6.747 -1.256  0.093
H67 -3.466 2.720 -5.059  0.126
H68 -1.636 11.415 -2.856  0.130
C29 -0.013 -5.333 0.357  -0.156
H69 -2.296 0.986 -1.861  0.130
C30 -9.267 -6.875 2.168  -0.119
H70 -0.789 14.828 -3.079  0.086
C31 4.263 11.597 -3.179  -0.114
H71 2.870 9.949 -4.423  0.129
H72 1.283 10.895 -2.110  0.122
H73 -0.053 -1.822 -4.452  0.036
H74 -0.942 1.654 -0.900  0.126
C32 0.112 -3.816 0.705  -0.203
C33 -0.681 -3.464 -3.194  -0.356
H75 0.787 -5.902 0.846  0.102
O13 0.370 10.101 -3.806  -0.135